Record 1
14
Properties=species:S:1:pos:R:3:forces:R:3:mulliken_charge:R:1 method="wB97M-V/def2-TZVPD" e_lumo_ev=0.950 e_tot_ha=-419.72289 charge=0 homo_energy_ev=-10.1 de_lowest_kcal_mol=73.11
C -0.047 1.258 -0.797 3.472 1.395 0.266 0.028
O -1.190 -1.517 0.914 -0.803 1.450 0.793 -0.559
C -0.764 0.026 -0.977 -1.472 -1.089 -1.775 -0.115
H 0.346 2.018 -1.584 -1.217 -1.320 1.325 0.312
O 0.505 0.436 1.559 -1.238 -0.193 0.984 -0.454
C 0.961 0.935 0.370 1.529 0.110 -2.096 -0.113
O -1.327 1.185 -0.327 -1.405 -0.189 0.349 -0.437
H -1.465 -0.705 1.463 0.893 -1.577 -1.355 0.362
H -1.322 -0.213 -1.919 0.721 0.149 0.904 0.398
C -0.244 -1.127 -0.091 -1.590 1.189 1.389 -0.666
H 1.808 -1.123 0.962 -0.515 0.512 -0.576 0.411
C 0.962 -0.511 0.587 0.560 -1.080 0.817 -0.188
H 1.927 1.382 0.472 0.291 0.956 -0.346 0.505
H -0.151 -2.043 -0.632 0.773 -0.312 -0.678 0.517

---

Record 2
161
Properties=species:S:1:pos:R:3:forces:R:3:mulliken_charge:R:1 method="wB97M-V/def2-TZVPD" e_lumo_ev=-1.237 e_tot_ha=-38018.69093 charge=0 homo_energy_ev=-8.6
H -6.372 -2.524 0.847 1.319 -0.121 0.093 0.228
C -2.497 -2.350 1.780 0.102 0.701 -3.767 -0.133
Cl 4.305 -3.631 2.000 -0.165 -0.181 -0.057 0.058
Cl 10.177 -5.614 4.391 -0.049 0.220 -0.180 -0.100
Cl 10.977 -4.289 1.938 -0.004 0.330 0.607 -0.054
Cl -8.903 4.454 -5.427 0.010 -0.418 0.299 -0.131
H -6.940 -1.374 -1.557 1.576 0.397 0.015 0.249
O 0.861 -2.074 2.827 -2.083 1.936 -4.039 -0.232
Cl -5.827 12.302 -7.412 -0.011 0.016 0.308 -0.087
S -5.312 -3.017 1.590 0.850 0.311 -0.760 -0.295
Br 0.517 2.313 -2.780 -1.365 1.357 0.462 -0.123
Cl 5.162 0.321 2.242 0.329 -0.099 0.037 0.063
Cl 11.946 -7.901 -0.911 -0.185 0.219 0.000 -0.065
Cl 6.847 4.637 10.370 0.196 -0.212 -0.014 -0.101
H -1.502 -2.545 -5.432 -0.163 -1.163 1.469 0.220
H -0.201 0.880 -0.312 0.545 -0.752 1.527 0.086
H -0.447 -5.585 -3.247 1.334 0.244 -0.944 0.235
C -5.337 -3.484 -6.093 -0.022 0.010 -0.089 0.184
F 2.773 3.599 0.299 -1.705 -1.649 -0.912 -0.387
C -1.281 13.894 -4.016 -0.009 0.031 -0.029 0.331
Cl -4.538 11.639 -4.899 -0.322 0.005 -0.100 -0.018
C -3.588 -2.285 -0.769 2.310 0.084 0.727 0.226
Cl 6.217 -1.403 4.323 0.052 0.222 -0.182 -0.032
Cl -5.420 6.464 -8.596 -0.111 0.154 0.197 -0.112
H -5.125 3.528 1.346 -0.498 -1.765 -0.372 0.355
H -0.059 -2.577 -3.173 -1.769 -0.699 0.320 0.240
Cl 11.516 -9.680 -6.030 0.199 0.162 0.069 -0.109
Cl 4.204 1.190 6.298 -0.299 0.049 -0.111 0.060
H -0.747 0.104 5.570 -0.733 -0.709 1.139 0.109
Cl -6.811 8.996 -8.318 0.134 -0.339 0.021 -0.076
C 4.897 -0.734 10.260 -0.083 -0.051 -0.165 0.315
H -5.407 -3.408 -1.422 0.750 1.225 -0.658 0.484
S -1.361 -3.830 4.414 -0.434 0.035 -0.288 -0.322
H 2.152 1.304 1.693 -1.086 1.117 -1.208 -0.430
C -4.023 2.734 3.602 -0.783 -0.510 0.389 -0.799
Cl 14.323 -9.646 -5.296 -0.223 0.134 -0.072 -0.105
Cl -0.728 -7.226 7.270 0.261 0.037 -0.140 -0.106
Cl 6.193 -0.135 9.205 -0.650 -0.875 -0.442 -0.060
Cl 10.194 -2.716 4.247 -0.077 -0.256 -0.132 -0.078
Cl 2.214 -4.668 0.275 0.125 -0.004 0.131 0.018
Cl -6.670 13.604 -4.960 0.116 -0.241 -0.117 -0.106
H -0.607 0.752 1.494 1.204 -0.427 -1.275 -0.291
Cl -7.011 -3.508 -6.685 0.286 0.007 0.121 -0.105
Cl 7.053 1.371 4.176 -0.011 -0.205 -0.187 -0.068
C -7.605 3.648 -4.518 0.096 0.037 -0.033 0.376
Cl 7.937 -0.517 2.158 -0.242 0.093 0.171 -0.074
C -1.134 -1.946 1.171 -3.206 -0.999 -1.966 -0.150
H -2.321 1.706 6.932 -0.629 -1.489 -0.471 0.274
C 2.833 1.545 5.228 0.112 -0.121 -0.034 0.049
O -1.936 -1.717 -2.767 -0.865 -1.388 2.662 -0.555
H -5.686 -0.921 -0.262 -0.376 -0.437 -1.719 -0.004
Cl -4.217 -3.525 -7.466 -0.176 -0.054 0.243 0.010
C 4.354 4.638 -4.317 0.116 -0.021 -0.067 0.253
Cl -0.323 12.444 -4.383 -0.171 0.222 0.059 -0.088
H -4.630 3.701 3.482 1.173 -1.225 0.014 0.426
Cl 0.377 -3.967 -11.051 -0.240 -0.100 0.188 -0.091
O 1.314 -1.495 -1.469 -3.262 0.554 3.108 -0.585
H -4.618 -2.387 -2.833 -0.073 -0.455 1.782 -0.886
F 1.079 4.686 -1.393 -0.662 -3.312 0.990 -0.238
H -0.377 -5.039 -5.945 0.176 1.383 1.183 0.083
Br 2.948 1.420 -1.413 0.091 -0.419 2.565 -0.027
H -2.891 2.910 3.523 -1.692 0.085 0.105 0.195
Cl -1.477 -6.163 -10.662 0.074 0.279 0.111 -0.097
C -6.082 7.637 -7.436 -0.017 0.116 0.033 0.259
H 0.645 -3.522 -5.404 -1.095 -1.360 0.150 0.342
H -5.841 0.182 -3.165 0.847 0.226 1.269 0.000
C 1.869 2.584 -0.195 0.918 0.875 1.403 0.379
C 0.843 -7.048 6.461 0.013 0.039 -0.024 0.256
Cl 2.256 -5.371 3.091 0.529 0.113 -0.780 0.058
Cl 11.816 -5.196 -1.958 -0.129 -0.178 0.091 -0.082
Cl 8.701 3.109 8.744 -0.106 0.013 0.229 -0.092
H 1.049 -4.499 -3.154 -1.046 -1.053 -1.098 0.135
H -5.448 2.001 5.219 1.404 0.614 -0.088 0.278
Cl -5.056 -1.999 -5.162 -0.097 -0.091 -0.362 -0.045
H -6.266 2.259 -1.899 0.898 -1.164 1.068 -0.840
Cl 8.201 -4.232 2.777 0.260 -0.042 0.065 0.003
H -1.389 -3.720 -2.406 0.597 1.003 -1.298 0.431
Cl 3.979 3.271 -3.243 0.332 1.048 -0.743 -0.025
C -1.167 -2.906 -3.179 0.946 -0.369 -1.176 -0.433
H -3.290 0.205 7.491 0.676 0.929 -1.272 0.252
H 1.140 -5.994 -4.211 -1.283 1.108 0.451 0.366
Cl 5.514 -0.905 11.918 -0.073 0.025 -0.230 -0.106
C 0.246 0.634 0.720 -0.175 2.033 0.796 0.396
H -4.333 -0.105 5.224 1.125 1.297 0.043 0.269
Cl -6.055 3.888 -5.351 -0.238 -0.182 0.206 -0.070
Cl 4.800 6.053 -3.340 -0.085 -0.229 -0.155 -0.114
C 10.858 -6.617 -1.484 -0.249 -0.087 0.093 0.268
Cl -7.953 1.909 -4.408 0.011 0.266 -0.034 -0.102
H -3.984 -3.023 4.033 0.581 0.751 -0.787 0.054
C -2.185 -1.903 -1.380 -0.273 -0.032 3.589 0.332
Cl 9.740 -6.167 -0.180 0.042 -0.368 -0.599 -0.052
C -3.583 0.767 5.270 0.476 0.336 0.710 0.670
N 0.871 -0.725 0.774 0.169 -0.698 -0.638 0.338
C 3.261 -5.030 1.667 -0.062 0.024 0.131 -0.036
C 0.302 -1.649 1.803 -0.357 -0.473 1.161 -0.286
H -6.699 1.036 -0.597 1.317 0.664 -1.007 0.323
C 0.738 3.335 -1.077 -0.871 1.302 -0.933 0.719
C 12.900 -8.637 -5.639 0.108 0.087 0.078 0.311
C -3.704 -2.506 0.780 2.252 1.138 -1.365 0.487
C -1.468 -3.414 -4.669 0.935 -0.021 -0.512 0.080
H -0.838 -0.303 7.417 -0.527 0.031 -1.697 0.366
H -2.454 -1.290 4.239 -0.590 -0.738 -0.842 -0.145
Cl 0.873 -5.518 5.558 -0.101 -0.494 0.860 -0.052
H -2.854 0.646 4.398 -0.966 0.178 1.073 -0.550
C -2.696 0.666 6.622 0.415 -0.825 -0.374 -0.479
Cl -0.393 -4.760 -8.365 -0.154 0.112 -0.495 -0.120
Cl 3.544 0.417 10.248 0.245 -0.172 0.000 -0.070
H -4.226 2.912 -0.728 -0.333 -1.314 0.593 0.416
C 9.888 -4.212 3.338 0.042 0.054 0.016 0.222
Cl 4.268 -6.447 1.298 -0.135 0.213 0.024 -0.120
F -0.548 3.381 -0.472 2.814 -0.045 -0.713 -0.207
Cl -0.191 15.256 -3.680 -0.179 -0.232 -0.049 -0.104
Cl 1.439 2.058 6.203 0.185 -0.036 -0.130 -0.100
Cl -7.512 4.339 -2.884 -0.093 0.023 -0.328 -0.138
Cl -2.309 -3.443 -10.096 0.207 -0.114 -0.083 -0.102
C -4.658 1.972 -0.245 -0.924 0.427 -0.659 0.279
Cl 12.514 -7.652 -4.212 0.771 -0.380 -0.880 0.003
C -6.077 12.085 -5.666 0.001 -0.061 0.021 0.278
C 0.499 -1.341 -0.542 0.872 -0.728 -1.670 -0.285
Cl -5.055 -4.899 -5.055 -0.101 0.185 -0.116 -0.113
C -5.321 0.187 -2.146 -1.253 -0.446 0.361 0.173
H 0.774 2.583 1.747 0.995 -1.070 -1.114 0.271
C -1.400 -0.301 6.412 -0.804 0.331 0.927 -0.688
C 8.067 3.346 10.388 -0.036 -0.010 0.189 0.299
Cl 13.248 -7.572 -7.018 -0.060 -0.180 0.206 -0.101
Cl 5.708 4.203 -5.383 -0.185 0.087 0.122 -0.111
C -4.883 -2.439 -1.729 0.291 1.078 1.660 0.201
C 1.315 1.809 1.082 -0.587 -0.457 0.008 -0.063
C 0.425 -5.169 -3.860 0.247 0.680 -0.011 -0.943
Cl -4.776 8.240 -6.394 -0.196 -0.115 -0.186 -0.067
C -4.331 2.183 5.086 0.664 -0.403 -0.739 -0.780
H -1.705 -1.396 6.229 0.489 1.690 0.098 0.150
C -0.155 -4.292 -5.107 0.119 -0.147 1.245 -0.186
Cl -2.300 13.586 -2.594 0.161 0.046 -0.223 -0.089
Cl 4.335 -2.314 9.672 0.082 0.268 0.115 -0.078
C 6.592 -0.057 3.225 -0.002 -0.017 -0.012 0.074
P -2.658 -2.598 3.648 0.806 -0.057 0.227 0.711
C -5.829 -1.157 -1.385 1.254 0.222 0.427 -0.389
H -6.332 2.045 1.296 1.611 0.953 -0.345 0.230
Cl 9.932 -7.202 -2.885 -0.502 0.266 0.648 -0.081
Cl -7.271 10.798 -5.392 0.170 0.293 0.046 -0.054
C -1.032 -1.739 -0.370 -1.160 -0.662 1.518 0.810
H -3.498 1.240 1.987 -1.337 0.539 0.801 -0.636
H -2.424 -4.021 -4.792 1.250 0.811 0.454 -0.304
Cl 2.926 5.026 -5.302 0.199 -0.060 0.156 -0.113
Cl -7.319 6.846 -6.436 0.338 0.458 -0.355 -0.005
Cl 1.089 -8.402 5.338 -0.031 0.219 0.170 -0.108
Cl 9.397 3.803 11.475 -0.181 -0.044 -0.194 -0.105
H -3.826 1.190 -0.215 -1.098 0.954 0.284 -0.280
Cl 7.325 1.837 10.958 0.583 1.063 0.426 -0.007
Cl -2.312 14.289 -5.408 0.233 0.019 0.211 -0.063
C -5.234 2.390 1.197 0.320 -0.476 0.717 -0.743
Cl 2.410 0.085 4.306 -0.102 0.241 0.263 0.010
C -4.455 1.697 2.439 0.584 -0.147 -0.438 0.714
Cl 2.139 -7.043 7.677 -0.187 -0.014 -0.172 -0.101
C -0.950 -4.583 -10.045 0.123 -0.112 -0.020 0.332
H -5.058 0.806 2.864 0.840 1.489 -0.615 0.236
H -4.186 0.181 -2.317 -1.599 -0.002 0.378 -0.014
C -5.822 1.432 -1.241 0.057 -0.433 -0.047 0.133
Cl 3.280 2.848 4.104 -0.080 -0.138 0.172 -0.062
H -3.924 2.977 5.821 -0.848 -1.417 -0.956 0.311

---

Record 3
17
Properties=species:S:1:pos:R:3:forces:R:3:mulliken_charge:R:1 method="wB97M-V/def2-TZVPD" e_lumo_ev=0.949 e_tot_ha=-309.79352 charge=0 homo_energy_ev=-9.3 de_lowest_kcal_mol=30.66
O -2.367 -1.184 0.237 -0.226 0.085 0.065 -0.532
H 2.868 0.091 0.458 -0.117 0.082 -0.071 0.369
H -2.051 1.335 -0.851 0.129 -0.068 0.065 0.330
H 1.815 1.485 0.154 -0.018 -0.141 -0.021 0.274
H 2.499 0.579 -1.204 -0.052 -0.001 0.152 0.341
C -0.376 -0.064 -0.988 0.078 -0.103 -0.234 -0.426
H -0.712 1.788 0.316 -0.036 -0.123 -0.123 0.167
C 2.079 0.480 -0.196 0.010 0.052 0.018 -1.360
H 0.057 -1.680 1.464 0.000 0.106 -0.094 0.297
C 0.011 -0.665 1.063 0.000 -0.063 0.120 -0.938
H -0.567 -0.278 -2.036 0.016 0.005 0.187 0.385
H 1.209 -1.441 -0.570 -0.045 0.121 0.034 0.307
H 0.172 0.053 1.879 -0.025 -0.118 -0.117 0.286
C -1.182 1.008 -0.284 -0.087 0.162 0.050 -0.946
C 0.882 -0.456 -0.216 0.145 -0.034 -0.049 0.352
H -3.104 -0.658 0.563 0.009 -0.058 0.054 0.347
C -1.231 -0.394 0.212 0.219 0.095 -0.034 0.746

---

Record 4
7
Properties=species:S:1:pos:R:3:forces:R:3:mulliken_charge:R:1 method="wB97M-V/def2-TZVPD" e_lumo_ev="-0.975 / -0.975" e_tot_ha=-464.77965 charge=0 homo_energy_ev="-6.6 / -6.6" de_lowest_kcal_mol=0.00
C 0.275 -0.574 -0.442 -1.293 1.810 -1.467 0.887
O 0.268 0.511 -1.058 0.823 0.734 0.505 -0.754
O -0.305 0.499 1.502 0.208 -0.874 -0.054 -0.519
Na 0.144 2.356 0.393 -0.022 -0.672 -0.161 0.998
H -0.122 -1.131 -2.124 0.366 -1.457 2.024 0.330
C -0.275 -0.665 1.055 -0.128 0.840 1.650 -0.506
O -0.005 -1.598 -1.204 0.045 -0.381 -2.496 -0.437

---

Record 5
15
Properties=species:S:1:pos:R:3:forces:R:3:mulliken_charge:R:1 method="wB97M-V/def2-TZVPD" e_lumo_ev=0.673 e_tot_ha=-756.15034 charge=0 homo_energy_ev=-8.3 de_lowest_kcal_mol=52.69
H 2.665 -0.538 -1.641 0.269 0.187 -0.523 0.259
N 2.431 -0.542 -0.670 -0.211 0.329 -0.105 -0.671
S -3.268 -0.855 -0.530 0.122 0.069 0.057 -0.357
H -1.307 -1.717 1.016 -0.069 0.055 -0.012 0.269
N 1.047 -0.464 -0.612 -0.461 -0.263 0.602 -0.098
C -0.571 1.854 0.174 0.041 0.470 -0.359 -0.708
C 0.487 -0.986 0.399 -0.015 0.367 -0.346 -0.115
H 0.422 1.806 -0.279 -0.256 -0.057 -0.047 0.266
N -0.899 -0.878 0.630 0.293 -0.052 0.040 -0.177
O -1.513 1.041 -0.532 0.002 -0.113 -0.133 -0.301
C -1.819 -0.185 -0.143 -0.007 -0.139 -0.099 0.366
H 1.027 -1.542 1.175 -0.143 0.064 -0.135 0.371
H -0.512 1.535 1.198 0.043 -0.048 0.535 0.373
H 2.778 -1.402 -0.290 0.252 -0.564 0.449 0.246
H -0.970 2.873 0.107 0.138 -0.305 0.078 0.275

---

Record 6
12
Properties=species:S:1:pos:R:3:forces:R:3:mulliken_charge:R:1 method="wB97M-V/def2-TZVPD" e_lumo_ev=-0.372 e_tot_ha=-211.18323 charge=0 homo_energy_ev=-8.6 de_lowest_kcal_mol=111.34
H 0.089 1.463 0.334 -0.866 1.387 0.547 0.317
C -0.438 1.229 -1.890 1.301 -0.630 0.251 -0.777
C -0.317 -0.411 -0.078 -0.730 -0.213 -1.216 -0.273
C 0.970 -0.854 1.699 0.677 -4.131 -2.433 -0.235
C -0.363 0.849 -0.414 -0.013 0.332 -1.131 -0.064
H 1.609 -0.011 1.786 0.023 1.721 -0.411 0.282
H 1.682 -1.808 1.439 -1.495 1.111 2.843 0.211
N -0.190 -1.041 1.154 2.556 -0.791 0.782 -0.434
H 0.006 0.278 -2.412 -1.495 1.854 0.226 0.251
H 0.377 1.969 -1.951 -0.563 0.142 -0.735 0.232
H -1.433 1.663 -2.279 1.679 -0.991 0.594 0.239
H -0.111 -1.149 -0.895 -1.075 0.209 0.683 0.250

---

Number 1: molar mass 114.1 g mol⁻¹. Number 2: molar mass 3212.7 g mol⁻¹. Number 3: molar mass 98.1 g mol⁻¹. Number 4: molar mass 96.0 g mol⁻¹. Number 5: molar mass 133.2 g mol⁻¹. Number 6: molar mass 69.1 g mol⁻¹.